ORCA calculation (the ωB97M-V functional and the def2-TZVPD basis) on a molecular structure, C61H39F4I4N7Pb in a non-equilibrium geometry.

Geometry as XYZ:
```
116
Properties=species:S:1:pos:R:3
Pb -0.9441 -0.3619 -0.2767
I 1.9277 2.7939 -8.6077
C 1.4581 1.4929 -7.0070
C 0.8893 0.2535 -7.3023
C 0.4880 -0.5187 -6.1843
C 0.6648 -0.1244 -4.8675
C 1.3391 1.0672 -4.6233
C 1.7024 1.8332 -5.6900
C 0.1953 -0.8974 -3.6370
C -1.0926 -1.2027 -3.4474
C -2.2646 -1.1016 -4.3548
C -3.3650 -1.5787 -3.7190
C -2.9232 -1.9857 -2.3490
C -3.6514 -2.6085 -1.4592
C -4.9852 -3.1808 -1.7843
C -6.0605 -2.5067 -1.2019
C -7.3597 -2.9136 -1.4901
C -7.6327 -3.9507 -2.3471
I -9.6238 -4.3238 -2.9451
C -6.5552 -4.6990 -2.9041
C -5.2510 -4.3447 -2.6208
C -3.1949 -2.9854 -0.1325
N -2.1569 -2.4452 0.5624
C -2.2243 -2.9946 1.9141
C -1.3585 -2.6047 2.8781
C -1.7853 -2.6495 4.2685
C -0.9839 -3.1039 5.3506
C -1.3848 -2.9025 6.6585
C -2.4647 -2.0731 6.8564
I -3.1906 -1.3782 8.7098
C -3.2425 -1.5654 5.8027
C -2.9444 -1.8918 4.5144
C -0.0760 -2.0873 2.6323
C 0.6256 -1.3542 3.5382
C 1.8485 -0.8261 2.7988
C 1.6534 -1.4804 1.4901
N 0.5374 -2.0571 1.3693
C 2.7193 -1.5526 0.4574
C 2.4871 -1.4541 -0.8392
C 3.3816 -1.6526 -1.9886
C 2.5673 -1.4288 -3.1087
C 1.2618 -1.0389 -2.6401
N 1.2025 -1.0222 -1.3206
C 4.0666 -1.9979 0.9363
C 5.2494 -1.5308 0.3784
C 6.4718 -1.9950 0.8602
C 6.4667 -2.9537 1.8275
I 8.3959 -3.6890 2.4585
C 5.3456 -3.3946 2.4225
C 4.1356 -2.9437 1.9693
C -3.3711 -3.8791 1.9795
C -3.9660 -3.9376 0.7281
N -1.6070 -1.6368 -2.2221
H 0.6897 -0.1162 -8.3321
H 0.0422 -1.4915 -6.4270
H 1.5982 1.3343 -3.6094
H 2.2347 2.8260 -5.5655
H -2.2652 -0.6167 -5.3439
H -4.3950 -1.5816 -4.1609
H -5.9466 -1.7302 -0.4810
H -8.1965 -2.3994 -1.0677
H -6.6669 -5.5214 -3.6115
H -4.4677 -4.9558 -3.0600
H -0.0988 -3.6549 5.1609
H -0.7707 -3.1935 7.5024
H -4.0936 -0.9864 6.0961
H -3.5820 -1.5019 3.7416
H 0.2906 -1.1567 4.5615
H 2.7949 -1.1044 3.2162
H 4.4031 -1.9846 -1.7790
H 2.8441 -1.5918 -4.0568
H 5.1273 -0.7784 -0.3441
H 7.4653 -1.6761 0.5307
H 5.4133 -4.2696 3.1357
H 3.2517 -3.3062 2.4617
H -3.6128 -4.3319 2.9198
H -4.9193 -4.4485 0.6712
C -2.0026 5.9180 -2.6383
N -1.4563 5.6052 -1.3287
C -2.0867 6.2534 -0.2325
C -0.0238 5.8081 -1.2893
C 0.5933 5.1800 0.0092
N 0.2478 3.7966 0.1388
C 1.1272 2.9619 0.0292
C 0.8421 1.4619 1.9762
F -0.5075 0.7631 2.2637
C 1.9352 0.7626 2.8839
F 1.6063 0.9378 4.2502
C 3.2079 1.4548 2.5910
C 3.6249 3.0387 1.1227
F 4.6198 3.9428 0.8983
C 2.7014 3.0018 -0.1100
F 3.2312 3.6865 -1.1543
H -1.4832 6.7974 -3.0725
H -3.1307 6.0904 -2.5867
H -1.8502 5.0541 -3.3381
H -1.7228 7.3011 -0.0121
H -1.9198 5.6424 0.6788
H -3.1617 6.2494 -0.5251
H 0.1864 6.8901 -1.1586
H 0.4834 5.4727 -2.1957
H 0.0900 5.6825 0.8182
H 1.6747 5.4306 0.1149
H 3.9533 1.2123 3.3678
N 4.7604 4.2216 4.2081
C 4.0395 3.7721 3.4493
C 3.0805 3.0907 2.5937
C 3.7713 1.4484 1.1500
C 2.6610 1.4231 0.0325
C 1.2052 1.5048 0.5333
C 0.6304 2.8386 2.5988
C 1.7031 3.5643 2.9085
H 4.6922 0.8527 1.0852
H 2.8399 0.7728 -0.8091
H -0.3336 3.1718 2.9313
H 1.6099 4.5448 3.3670
```

## Properties
Max |F| ... 5.6 eV/Å
E ... -122831.3278 eV
Kohn-Sham gap (alpha / beta) ... 5.03 / 5.03 eV
HOMO level (alpha / beta) ... -7.117 / -7.117 eV

Löwdin population analysis, charges in e, atoms 1 to 4: 1.53, 0.83, -0.73, -0.14

---

ORCA calculation (the ωB97M-V functional and the def2-TZVPD basis) on C4H8N4 in the gas phase in a non-equilibrium geometry.

Geometry as XYZ:
```
16
Properties=species:S:1:pos:R:3
C 1.0882 -0.5978 -1.2895
C 0.9959 0.1014 0.0515
C 2.1423 0.3575 0.8798
C -2.5747 -0.2544 0.0578
N 0.3581 1.3509 -0.3870
N -0.8494 1.3001 -0.1916
N -0.1102 -0.6943 0.4298
N -1.2104 0.1072 0.2931
H 0.3376 -0.4285 -1.9855
H 1.4134 -1.5762 -1.0466
H 3.0048 -0.2111 0.4980
H 1.7812 0.1378 1.9509
H 2.2857 1.4639 0.7993
H -2.4989 -1.3384 -0.1070
H -3.1535 0.1583 0.9908
H -3.0101 0.1236 -0.9437
```

## Properties
Max |F| ... 4.5 eV/Å
E ... -10232.2896 eV
Kohn-Sham gap (alpha / beta) ... 8.43 / 8.03 eV
HOMO level (alpha / beta) ... -8.350 / -7.909 eV

Löwdin population analysis, charges in e, atoms 1 to 4: 0.12, -0.72, -0.03, -0.06

---

ORCA calculation (the ωB97M-V functional and the def2-TZVPD basis) on a molecular structure, C23H15CuF6N4O6PS2.

Geometry as XYZ:
```
58
Properties=species:S:1:pos:R:3
Cu 0.5466 -1.3578 1.3143
F -2.3386 -4.8825 2.8061
C -1.4493 -4.5201 3.7275
F -2.0975 -4.2230 4.8560
F -0.6347 -5.5447 3.9627
S -0.5234 -3.0264 3.1771
O -1.5655 -2.0798 2.9120
O 0.4270 -2.7757 4.2213
N 0.1419 -3.4180 1.7765
S 1.6061 -4.0584 1.6520
O 1.8746 -5.1881 2.4874
O 2.5949 -3.0244 1.5287
C 1.4217 -4.7347 -0.0496
F 1.0808 -3.7754 -0.9085
F 2.6036 -5.2373 -0.4244
F 0.5151 -5.7009 -0.0854
O -1.0412 -0.9587 -0.1989
N -2.2775 -0.8973 0.1152
C -3.0294 -1.8816 -0.3209
C -4.4305 -1.8233 -0.0391
N -5.5639 -1.7934 0.1633
C -2.5160 -2.9690 -1.1028
N -2.1220 -3.8417 -1.7418
O 1.3003 0.4733 0.9686
P 0.7387 1.4081 -0.0809
C 1.8103 2.8693 -0.1336
C 3.1499 2.7164 0.2130
C 4.0164 3.7959 0.1280
C 3.5492 5.0298 -0.3031
C 2.2121 5.1891 -0.6407
C 1.3423 4.1125 -0.5522
C 0.8033 0.7509 -1.7530
C 0.5242 1.5584 -2.8536
C 0.5756 1.0299 -4.1335
C 0.9101 -0.3056 -4.3173
C 1.2020 -1.1084 -3.2245
C 1.1517 -0.5813 -1.9440
C -0.8975 2.0493 0.2625
C -1.9554 1.9719 -0.6333
C -3.1943 2.4910 -0.2864
C -3.3804 3.0693 0.9588
C -2.3289 3.1323 1.8651
C -1.0875 2.6291 1.5174
H 3.4956 1.7502 0.5592
H 5.0568 3.6768 0.4026
H 4.2264 5.8724 -0.3685
H 1.8457 6.1551 -0.9643
H 0.2925 4.2414 -0.7889
H 0.2669 2.6023 -2.7150
H 0.3502 1.6584 -4.9856
H 0.9372 -0.7226 -5.3162
H 1.4492 -2.1525 -3.3633
H 1.3648 -1.2118 -1.0908
H -1.8242 1.4710 -1.5832
H -4.0236 2.4086 -0.9766
H -4.3547 3.4532 1.2338
H -2.4808 3.5640 2.8459
H -0.2670 2.6651 2.2248
```

## Properties
Max |F| ... 0.5 eV/Å
Charge ... -1
E ... -134244.9184 eV
Kohn-Sham gap ... 7.68 eV
HOMO level ... -5.425 eV

Löwdin population analysis, charges in e, atoms 1 to 4: 0.34, 0.14, -0.68, 0.13

---

ORCA calculation (the ωB97M-V functional and the def2-TZVPD basis) on 5 unconnected molecules or ions with the total composition C21H42N2O6S4 in a non-equilibrium geometry.

Geometry as XYZ:
```
75
Properties=species:S:1:pos:R:3
C 2.2908 -1.6493 2.5817
C 2.1806 -1.5413 1.1683
C 0.8698 -0.9241 0.4208
C 0.3208 0.2312 1.3740
N -0.0630 1.1424 2.0600
C -0.1594 -2.1407 0.1780
C 0.5377 -3.1548 -0.8864
N 1.0995 -3.7250 -1.8032
C -1.5771 -1.7045 -0.4592
C -2.8543 -2.0407 0.4842
C -3.2648 -0.8465 1.4879
C -4.5768 -0.0245 1.0569
C -4.2736 1.1779 -0.0047
O -3.1405 2.0067 0.3788
C -2.4534 2.5347 -0.7441
C -0.9394 3.0856 -0.4504
O -2.9156 2.6525 -1.9279
H 1.4681 -1.3183 3.3207
H 3.2715 -2.0470 3.0470
H 3.0493 -1.8815 0.4993
H 1.1608 -0.5147 -0.6213
H -0.2891 -2.7759 1.1411
H -1.7300 -2.3413 -1.4193
H -1.6128 -0.6054 -0.8179
H -3.7469 -2.1835 -0.2471
H -2.7430 -3.0588 1.0313
H -2.3933 -0.1111 1.5963
H -3.3989 -1.3337 2.5358
H -5.4159 -0.7247 0.6952
H -4.9880 0.4923 2.0144
H -5.2178 1.8511 0.0094
H -4.1844 0.6738 -1.0290
H -0.6374 3.9208 -1.1920
H -0.8538 3.5758 0.5991
H -0.1493 2.2536 -0.5365
C 4.0093 -4.1422 7.0740
S 4.4828 -3.0565 5.7104
O 3.3126 -2.9648 4.7829
C 5.6711 -4.1980 4.9709
H 3.2352 -3.6446 7.6597
H 3.6191 -5.0835 6.6824
H 4.8777 -4.3302 7.7081
H 5.1757 -5.1358 4.7125
H 6.4840 -4.3841 5.6754
H 6.0744 -3.7398 4.0666
C -4.2547 6.0564 -1.4202
S -2.6496 6.6415 -2.0057
O -2.4832 8.0471 -1.5253
C -3.1013 6.7187 -3.7528
H -4.2163 5.9708 -0.3333
H -5.0348 6.7666 -1.7010
H -4.4648 5.0764 -1.8531
H -3.9528 7.3883 -3.8881
H -3.3506 5.7172 -4.1089
H -2.2475 7.0999 -4.3146
C 6.7347 0.4555 -0.3694
S 5.4920 -0.8428 -0.5486
O 4.9713 -1.1568 0.8180
C 6.6548 -2.1493 -0.9990
H 6.2350 1.3711 -0.0504
H 7.4720 0.1641 0.3810
H 7.2238 0.6264 -1.3303
H 7.3974 -2.2757 -0.2089
H 7.1465 -1.8912 -1.9389
H 6.0985 -3.0792 -1.1258
C -2.7481 0.8406 -4.2945
S -3.9791 -0.4720 -4.4376
O -4.4895 -0.7598 -3.0606
C -2.8068 -1.7782 -4.8645
H -3.2536 1.7579 -3.9934
H -2.0047 0.5729 -3.5415
H -2.2646 0.9946 -5.2614
H -2.0587 -1.8800 -4.0757
H -2.3225 -1.5371 -5.8126
H -3.3551 -2.7158 -4.9671
```

## Properties
Max |F| ... 6.9 eV/Å
E ... -81055.8639 eV
Kohn-Sham gap ... 9.20 eV
HOMO level ... -8.738 eV

Löwdin population analysis, charges in e, atoms 1 to 4: 0.01, -0.14, -0.23, -0.16

---

ORCA calculation (the ωB97M-V functional and the def2-TZVPD basis) on a gas-phase ion, C6H15N5 (charge +2) in a non-equilibrium geometry.

Geometry as XYZ:
```
26
Properties=species:S:1:pos:R:3
C 1.7247 0.9089 -0.8113
C 1.0637 2.1657 -1.3557
C -0.7845 0.1210 -0.5299
C 1.5160 -1.4887 -0.0082
C -1.3123 -0.1390 1.9342
C -2.7018 -1.1923 0.3138
N -0.2614 2.3617 -0.6929
N -0.8972 1.4321 -0.2932
N 1.0159 -0.2099 -0.5394
N 3.0029 0.9084 -0.6244
N -1.3290 -0.7911 0.6017
H 1.5014 3.2036 -1.2713
H 0.8613 2.0802 -2.4745
H -1.3692 -0.2222 -1.4011
H 2.3689 -1.7907 -0.6983
H 1.8544 -1.3608 0.9913
H 0.7579 -2.2005 0.0592
H -1.4644 0.9837 1.7812
H -2.1961 -0.5071 2.4417
H -0.5228 -0.1599 2.7128
H -2.9165 -2.0455 0.9665
H -3.3764 -0.4317 0.3790
H -2.8550 -1.5452 -0.6953
H 3.5406 1.6116 -0.9144
H 3.5235 0.0074 -0.4279
H -0.7446 -1.6997 0.5565
```

## Properties
Max |F| ... 5.3 eV/Å
Charge ... +2
E ... -13894.8757 eV
SMILES ... CN1C(=[NH2+])CN=N[C@@H]1[NH+](C)C
Kohn-Sham gap ... 9.22 eV
HOMO level ... -17.325 eV

Löwdin population analysis, charges in e, atoms 1 to 4: -0.28, -0.03, -0.06, 0.00